172
Properties=species:S:1:pos:R:3:lowdin_charge:R:1 method="wB97M-V/def2-TZVPD" spin_multiplicity=4 molar_mass_g_mol=1302.10 e_homo_ev="-9.5 / -10.1" gap_ev="7.064 / 7.645" total_charge=+1
C -1.0204 6.2839 -1.5580 -0.10
C -1.0673 6.2274 -3.0899 -0.19
C -1.7295 4.9704 -3.6621 -0.19
O -1.8914 3.9618 -2.6630 -0.14
C -1.8805 2.6771 -3.2219 -0.19
C -2.6416 1.6978 -2.3406 -0.25
C -3.3329 0.5372 -3.1150 -0.23
P -5.0075 1.1665 -3.5309 0.51
N -5.7237 0.3905 -4.6658 -0.16
O -4.6697 2.7053 -3.8830 -0.14
O -5.8300 1.2503 -2.1569 -0.17
C -3.0404 -0.7567 -2.2816 -0.35
C -2.7642 -1.8259 -3.4113 -0.21
N -3.5802 -3.0473 -3.2858 -0.03
P -4.4718 -1.6627 -1.3139 0.89
N -5.7862 -1.5042 -2.3745 -0.16
O -4.8556 -0.5398 -0.1588 -0.37
C -1.7946 -0.4143 -1.3536 -0.27
C -0.4115 -0.6418 -1.9982 -0.09
C -0.0438 -0.1558 -3.4090 -0.33
C 1.1754 0.7391 -3.4449 -0.03
F 0.2981 -1.3027 -4.1520 -0.03
C -1.7434 -1.3359 -0.0294 -0.68
I -0.1501 -0.9999 1.3882 1.11
C -1.6822 -2.8601 -0.3512 -0.84
C -0.3244 -3.5818 -0.3192 -0.27
I -2.8878 -3.9158 1.1019 0.94
N -1.9190 1.1546 -1.1008 -0.10
O -0.6874 1.8788 -1.2042 -0.13
C 0.1458 2.1326 -0.0476 -0.18
C 0.7939 3.5232 -0.1855 -0.29
C 0.1919 4.5681 0.7612 -0.06
C 2.3129 3.3801 0.0645 -0.38
C 3.0288 2.6284 -1.0675 -0.06
C 2.6295 2.7413 1.4184 -0.06
P -3.1761 1.7863 0.2011 1.01
O -2.5459 1.2195 1.5720 -0.27
O -2.5288 3.2603 0.1012 -0.21
H -0.1518 5.7494 -1.1678 0.04
H -0.9121 7.3202 -1.2337 0.09
H -1.9241 5.8690 -1.1119 0.07
H -0.0515 6.3068 -3.4806 0.11
H -1.6085 7.1062 -3.4457 0.11
H -1.1099 4.5648 -4.4698 0.12
H -2.7123 5.1983 -4.0897 0.12
H -2.4495 2.6862 -4.1555 0.12
H -0.8689 2.3540 -3.4833 0.11
H -3.4535 2.3353 -1.9646 0.08
H -2.8618 0.5418 -4.1011 0.11
H -5.9100 0.9241 -5.5057 -0.01
H -5.3638 3.0356 -4.4699 0.10
H -6.7631 1.2064 -2.4195 0.09
H -1.7129 -2.0855 -3.4740 0.10
H -3.0326 -1.3862 -4.3690 0.12
H -4.0684 -3.2218 -4.1543 0.09
H -3.0249 -3.8705 -3.0940 0.09
H -6.6386 -1.2317 -1.8979 0.05
H -5.9669 -2.3973 -2.8202 0.05
H -5.7314 -0.1511 -0.2436 0.04
H 0.3491 -0.2507 -1.3251 0.07
H -0.2422 -1.7150 -2.0279 0.11
H -0.8698 0.2980 -3.9555 0.12
H 0.9588 1.7412 -3.0792 0.06
H 1.5715 0.7489 -4.4601 0.09
H 1.9460 0.3122 -2.7967 0.09
H -2.6161 -1.1478 0.5867 -0.02
H -2.1499 -3.0844 -1.2982 0.02
H -0.0386 -3.9038 0.6781 0.02
H 0.4797 -3.0094 -0.7820 0.05
H -0.4305 -4.4979 -0.9084 0.08
H -0.3737 2.0288 0.8961 0.08
H 0.9299 1.3763 -0.0466 0.05
H 0.6783 3.8245 -1.2323 0.13
H 0.9422 5.3151 1.0310 0.10
H -0.1994 4.1200 1.6755 0.08
H -0.6216 5.1109 0.2808 0.03
H 2.7345 4.3906 0.0747 0.14
H 4.0623 2.9721 -1.1463 0.09
H 3.0557 1.5490 -0.9016 0.08
H 2.5630 2.8535 -2.0304 0.07
H 2.0117 3.1276 2.2322 0.08
H 3.6722 2.8955 1.7029 0.08
H 2.4985 1.6537 1.3793 0.07
H -3.2611 1.0124 2.1906 0.09
H -3.1102 3.8970 0.5381 0.10
C -4.7563 -6.4571 5.7881 -0.05
C -6.1231 -6.4725 5.1130 -0.47
C -6.8146 -5.1308 5.4007 -0.14
C -8.0191 -4.8143 4.5168 -0.17
C -7.6656 -4.9971 3.0440 -0.14
C -7.1148 -6.3904 2.7447 -0.49
N -5.9399 -6.6658 3.6370 -0.09
O -4.8888 -6.0692 3.2071 -0.07
C -8.2320 -7.4295 2.9191 -0.04
C -6.6611 -6.4840 1.2933 -0.04
C -6.9136 -7.6593 5.7241 -0.02
H -4.1855 -7.3511 5.5365 0.09
H -4.1685 -5.5858 5.5088 0.08
H -4.9125 -6.4359 6.8673 0.09
H -6.0788 -4.3299 5.2745 0.12
H -7.1057 -5.1200 6.4525 0.12
H -8.8751 -5.4365 4.7894 0.11
H -8.3284 -3.7821 4.6917 0.11
H -8.5422 -4.8281 2.4139 0.12
H -6.9189 -4.2486 2.7565 0.12
H -7.8497 -8.4388 2.7621 0.09
H -9.0041 -7.2417 2.1728 0.09
H -8.7150 -7.3974 3.8915 0.06
H -5.9457 -5.7043 1.0386 0.05
H -7.5329 -6.3750 0.6470 0.09
H -6.2004 -7.4512 1.0907 0.09
H -7.7977 -7.3272 6.2694 0.09
H -6.2853 -8.2164 6.4174 0.08
H -7.2330 -8.3753 4.9740 0.06
C 8.7449 -1.8086 -6.1746 -0.05
C 7.5313 -0.8914 -6.0794 -0.47
C 7.0067 -0.6397 -7.5020 -0.14
C 5.5978 -0.0542 -7.5838 -0.17
C 4.6285 -0.8661 -6.7291 -0.13
C 5.0953 -0.9867 -5.2796 -0.49
N 6.4804 -1.5533 -5.2401 -0.10
O 6.4584 -2.8248 -5.4170 -0.02
C 5.0129 0.3877 -4.5997 -0.04
C 4.1648 -1.9006 -4.4956 -0.04
C 8.0124 0.4252 -5.4136 -0.02
H 9.0988 -2.0934 -5.1835 0.09
H 8.5324 -2.7152 -6.7354 0.08
H 9.5403 -1.2651 -6.6860 0.09
H 7.0130 -1.5894 -8.0453 0.12
H 7.7162 0.0134 -8.0134 0.12
H 5.5968 0.9964 -7.2805 0.10
H 5.2650 -0.0693 -8.6231 0.11
H 3.6326 -0.4151 -6.7400 0.12
H 4.5247 -1.8685 -7.1551 0.13
H 5.3901 0.3379 -3.5764 0.09
H 3.9700 0.7036 -4.5534 0.06
H 5.5544 1.1767 -5.1149 0.07
H 4.0578 -2.8812 -4.9530 0.08
H 3.1730 -1.4477 -4.4421 0.07
H 4.5287 -2.0441 -3.4764 0.09
H 7.9195 1.2820 -6.0822 0.09
H 9.0587 0.3426 -5.1231 0.08
H 7.4697 0.6520 -4.5013 0.06
C 4.1794 4.7834 4.3620 -0.05
C 4.1817 4.0862 5.7159 -0.47
C 3.3446 2.8028 5.5974 -0.14
C 3.5350 1.7965 6.7310 -0.17
C 5.0190 1.5232 6.9627 -0.13
C 5.8142 2.8018 7.2242 -0.50
N 5.5933 3.7649 6.0954 -0.10
O 6.2952 3.4442 5.0689 -0.02
C 5.4004 3.3921 8.5804 -0.04
C 7.3026 2.4952 7.3232 -0.04
C 3.5511 5.0750 6.7327 -0.02
H 4.8336 5.6556 4.3630 0.10
H 4.4988 4.1197 3.5624 0.06
H 3.1644 5.1200 4.1407 0.09
H 3.6038 2.3076 4.6551 0.12
H 2.2931 3.0897 5.5185 0.12
H 3.0583 2.1518 7.6482 0.11
H 3.0309 0.8642 6.4694 0.11
H 5.1578 0.8482 7.8097 0.13
H 5.4333 1.0173 6.0850 0.13
H 5.9163 4.3352 8.7655 0.09
H 5.6852 2.6927 9.3664 0.09
H 4.3321 3.5643 8.6801 0.06
H 7.6683 1.9663 6.4466 0.08
H 7.4735 1.8675 8.1979 0.09
H 7.8815 3.4120 7.4374 0.09
H 2.6208 4.6933 7.1553 0.09
H 3.3322 6.0274 6.2512 0.08
H 4.2208 5.3060 7.5544 0.06


185
Properties=species:S:1:pos:R:3:lowdin_charge:R:1 method="wB97M-V/def2-TZVPD" spin_multiplicity=1 molar_mass_g_mol=1193.36 e_homo_ev=-5.9 gap_ev=7.944 total_charge=-1
As 0.0501 -0.4820 0.6586 0.93
F 1.0101 -0.0638 -0.8260 -0.28
F 1.4319 -0.0142 1.6313 -0.25
F -0.8913 -0.8221 2.1781 -0.28
F -1.4284 -0.8520 -0.3180 -0.28
F 0.5892 -2.1754 0.6169 -0.26
F -0.4889 1.2093 0.7712 -0.28
C -4.2421 -4.1382 2.4768 -0.09
C -3.4867 -2.7725 2.4299 -0.23
C -4.4928 -1.6224 2.6749 -0.17
C -5.6387 -1.6212 1.7111 -0.22
N -6.5149 -1.6057 0.9515 0.14
H -4.7297 -4.3287 1.5207 0.07
H -4.9833 -4.1635 3.2756 0.07
H -3.5656 -4.9743 2.6539 0.05
H -3.0768 -2.5905 1.4365 0.08
H -2.7045 -2.7328 3.1880 0.08
H -4.0019 -0.6494 2.6573 0.10
H -4.9374 -1.7837 3.6569 0.11
C 3.4632 3.9773 -0.4294 -0.10
C 2.7225 2.6445 -0.3817 -0.25
C 3.7043 1.4424 -0.2999 -0.20
C 4.4241 1.3388 0.9513 -0.21
N 5.0055 1.2059 1.9723 0.15
H 4.3436 3.9297 -1.0703 0.07
H 3.8181 4.2490 0.5648 0.07
H 2.7432 4.7328 -0.7438 0.06
H 2.2433 2.5589 -1.3569 0.11
H 1.9537 2.5329 0.3828 0.08
H 4.4080 1.5757 -1.1215 0.12
H 3.2137 0.4982 -0.5365 0.09
C 1.9191 2.2452 3.6956 -0.10
O 1.4550 3.5684 4.0486 -0.19
C 0.7010 4.1853 2.9783 -0.18
C 0.3732 5.6786 3.2862 -0.18
N -0.2561 6.3277 2.1157 -0.07
C 0.5976 6.4852 0.9921 -0.21
C -0.0351 7.5448 -0.0034 -0.21
O 0.0869 8.8990 0.4102 -0.20
C -0.1041 9.8165 -0.6944 -0.09
H 2.3943 2.2086 2.7153 0.05
H 1.1066 1.5286 3.5759 0.06
H 2.6052 1.8725 4.4561 0.09
H -0.2698 3.6911 2.9419 0.09
H 1.1435 4.0888 1.9868 0.09
H 1.2304 6.2331 3.6681 0.11
H -0.2948 5.8067 4.1379 0.11
H -0.4920 7.2716 2.3868 0.11
H 0.6682 5.5173 0.4958 0.09
H 1.5191 6.9580 1.3317 0.12
H -1.0966 7.3826 -0.1910 0.11
H 0.4229 7.3594 -0.9750 0.11
H -0.2338 10.8436 -0.3535 0.08
H -0.9213 9.4408 -1.3102 0.08
H 0.7982 9.8112 -1.3059 0.08
C -5.0607 5.5487 6.2094 -0.13
O -3.9542 5.0815 5.4989 -0.20
C -4.2250 4.4919 4.2357 -0.21
C -3.1136 3.5420 3.7692 -0.19
N -2.9823 2.4135 4.6605 -0.04
C -1.9734 1.4418 4.2709 -0.20
C -1.6794 0.3535 5.3387 -0.19
O -1.2754 0.9132 6.5962 -0.18
C 0.0832 1.3438 6.6086 -0.10
H -5.6780 4.7352 6.5904 0.08
H -5.6474 6.2017 5.5632 0.08
H -4.6754 6.0544 7.0948 0.08
H -4.2870 5.3295 3.5409 0.12
H -5.1660 3.9426 4.2052 0.12
H -2.2032 4.1321 3.8746 0.10
H -3.3101 3.3051 2.7236 0.08
H -2.7843 2.7249 5.6007 0.11
H -1.0057 1.9069 4.0830 0.09
H -2.4001 0.8681 3.4482 0.09
H -0.9035 -0.3043 4.9470 0.09
H -2.6103 -0.1775 5.5374 0.12
H 0.2881 1.7438 7.6016 0.09
H 0.3448 2.1731 5.9514 0.07
H 0.7854 0.5142 6.5253 0.07
C -3.5918 -0.7693 -4.8813 -0.07
O -3.8021 -1.7221 -3.7960 -0.22
C -4.0637 -1.2344 -2.4808 -0.21
C -4.5006 -2.4292 -1.6401 -0.17
N -3.7233 -3.6775 -1.9176 -0.03
C -2.4549 -3.7858 -1.2950 -0.24
C -1.6740 -5.0201 -1.7206 -0.19
O -1.3345 -5.0236 -3.1314 -0.20
C -0.6884 -6.1920 -3.6081 -0.11
H -3.6635 -1.2578 -5.8531 0.08
H -2.6427 -0.2387 -4.8056 0.06
H -4.4400 -0.0904 -4.9702 0.08
H -4.8883 -0.5224 -2.5161 0.12
H -3.1399 -0.7994 -2.0993 0.10
H -5.5321 -2.5539 -1.9696 0.11
H -4.5101 -2.2016 -0.5742 0.08
H -3.4716 -3.5520 -2.8876 0.08
H -2.3592 -3.7805 -0.2092 0.10
H -1.9141 -2.8667 -1.5209 0.10
H -2.2150 -5.9121 -1.4045 0.12
H -0.7229 -5.0848 -1.1921 0.10
H -0.7440 -6.1636 -4.6963 0.09
H -1.0693 -7.1358 -3.2181 0.08
H 0.3441 -6.1194 -3.2663 0.06
C 6.1578 -5.0210 -5.4173 -0.14
O 5.2083 -4.3594 -4.6342 -0.20
C 4.0114 -5.1729 -4.5203 -0.20
C 3.0786 -4.4068 -3.6614 -0.24
N 3.5217 -4.5735 -2.3202 -0.08
C 3.0575 -3.6470 -1.2770 -0.14
C 3.0974 -4.2959 0.1450 -0.18
O 4.4221 -4.3259 0.7430 -0.17
C 4.3594 -4.9524 2.0201 -0.12
H 6.4241 -6.0171 -5.0639 0.08
H 7.0859 -4.4497 -5.3986 0.09
H 5.7441 -5.0594 -6.4250 0.09
H 4.3531 -6.1173 -4.0967 0.13
H 3.5716 -5.3615 -5.4996 0.12
H 2.0812 -4.8454 -3.6284 0.10
H 2.9743 -3.3399 -3.8586 0.13
H 4.5125 -4.5032 -2.5033 0.10
H 2.0221 -3.4462 -1.5522 0.10
H 3.6291 -2.7249 -1.3822 0.12
H 2.6497 -5.2895 0.1260 0.10
H 2.4290 -3.7698 0.8266 0.09
H 5.2291 -4.6188 2.5861 0.08
H 4.3427 -6.0421 1.9997 0.08
H 3.5564 -4.6620 2.6976 0.06
C 0.0415 -1.7284 -3.7663 -0.10
O 0.7315 -1.4098 -4.9533 -0.19
C 0.5694 -0.0384 -5.2340 -0.20
C 1.4433 0.2783 -6.5730 -0.16
N 1.0416 1.5836 -7.1583 -0.08
C 1.8770 1.7215 -8.2942 -0.26
C 1.7197 3.1430 -8.8625 -0.19
O 2.4826 3.2277 -10.1030 -0.19
C 2.3382 4.5016 -10.6901 -0.14
H -1.0337 -1.5620 -3.8331 0.07
H 0.4037 -1.2457 -2.8587 0.07
H 0.1694 -2.7903 -3.5564 0.07
H 0.8357 0.6862 -4.4645 0.12
H -0.5068 0.0409 -5.3879 0.09
H 1.1744 -0.5519 -7.2261 0.11
H 2.4887 0.2355 -6.2677 0.12
H 0.0573 1.5746 -7.3848 0.11
H 1.5322 0.9368 -8.9675 0.12
H 2.9417 1.5670 -8.1186 0.13
H 1.9580 3.8944 -8.1097 0.12
H 0.6775 3.3266 -9.1239 0.11
H 2.8957 4.5286 -11.6264 0.08
H 2.6895 5.3191 -10.0606 0.09
H 1.3253 4.6862 -11.0481 0.08
C 4.2682 -1.2913 4.2497 -0.10
O 3.9023 -2.3344 5.1727 -0.19
C 2.6544 -2.1537 5.7897 -0.22
C 1.4503 -2.2647 4.8206 -0.20
N 1.1686 -3.6536 4.3880 -0.02
C 0.0216 -3.6735 3.4465 -0.23
C -0.3791 -5.0294 3.0344 -0.22
O 0.7352 -5.5608 2.3044 -0.19
C 0.3797 -6.6277 1.4212 -0.09
H 3.6200 -1.2313 3.3754 0.07
H 5.2720 -1.4582 3.8590 0.08
H 4.3456 -0.3380 4.7726 0.08
H 2.5919 -1.1692 6.2533 0.10
H 2.4318 -2.8801 6.5713 0.12
H 1.5675 -1.7375 3.8738 0.10
H 0.6394 -1.7942 5.3766 0.10
H 2.0317 -4.0162 4.0090 0.08
H 0.1375 -3.1340 2.5065 0.09
H -0.8027 -3.1831 3.9643 0.11
H -1.2877 -4.8788 2.4515 0.10
H -0.6385 -5.6971 3.8560 0.13
H -0.1318 -7.4689 1.8890 0.09
H 1.2917 -7.0018 0.9559 0.08
H -0.2098 -6.2562 0.5830 0.06
N -2.8355 2.5895 0.3428 0.01
C -2.4835 3.8512 0.3460 -0.15
C -3.6518 4.6607 0.4602 -0.12
C -4.6815 3.7879 0.5438 -0.14
C -4.1526 2.4803 0.4884 -0.14
H -2.1816 1.8198 0.3284 0.11
H -1.4186 4.0313 0.3461 0.10
H -3.6861 5.7396 0.4267 0.09
H -5.7350 4.0243 0.5699 0.09
H -4.6296 1.5114 0.4998 0.10